ORCA calculation (ωB97M-V/def2-TZVPD) on 6 unconnected molecules or ions with the total composition C39H91N5O9 in a non-equilibrium geometry.

As for the orbital gap (alpha / beta): 0.254 / 0.095 hartree. As for the charge: +1. The total energy is -67776.4943 eV. The value obtained for the molar mass is 774.18 g/mol. The spin multiplicity is 2. The calculation puts the HOMO energy (alpha / beta) at -0.352 / -0.352 Eh.

```
144
Properties=species:S:1:pos:R:3:forces:R:3
C 0.84779 1.87029 -0.26644 0.63 1.51 1.53
C -0.46777 1.13596 -0.00391 0.13 -0.71 -1.38
C -1.05574 1.25078 1.40753 -0.07 0.67 -0.56
O -1.35077 1.58965 -1.04640 0.02 0.77 0.13
H 1.52792 1.80646 -1.11582 -0.70 -1.20 -0.41
H 1.49082 1.81931 0.61221 0.25 -0.77 0.24
H 0.70948 2.95117 -0.24060 -0.93 0.34 -0.17
H -0.40202 0.06887 -0.21626 0.71 -0.20 0.18
H -0.37734 1.03829 2.23380 0.28 -0.20 -0.25
H -1.88934 0.55027 1.45743 -0.08 0.11 0.21
H -1.39946 2.27363 1.56159 -0.27 0.08 0.04
H -2.27586 1.38467 -0.89217 -0.03 -0.27 0.37
C 1.59226 5.81300 0.55817 1.90 -0.05 -0.01
O 1.99377 5.90818 -0.83645 -1.49 -0.27 0.59
C 3.27469 5.32399 -1.17321 -1.33 0.48 0.54
C 3.69170 5.59228 -2.63302 0.38 -1.65 -0.68
N 3.43307 4.53723 -3.71012 -0.17 1.66 0.51
C 2.03112 4.14232 -3.75929 -0.45 -0.25 1.12
C 1.65222 2.99644 -4.70776 -0.15 -1.14 0.69
O 2.16484 1.71446 -4.24617 0.51 0.09 -1.12
C 1.73537 0.51947 -5.05324 0.78 2.11 1.51
H 0.59240 6.07512 0.90410 -0.20 0.75 -1.36
H 2.32552 6.40754 1.10311 -0.09 0.50 0.34
H 1.67305 4.84939 1.06120 0.38 -0.95 -0.78
H 3.18460 4.26951 -0.91235 0.47 -0.32 -0.21
H 4.00646 5.81709 -0.53332 0.32 -0.10 0.21
H 4.77417 5.69070 -2.55134 0.13 -0.09 -0.33
H 3.35150 6.57466 -2.96060 -0.40 -0.16 -0.03
H 4.00821 3.71352 -3.60614 0.13 0.05 0.34
H 1.36667 4.99949 -3.86822 0.24 0.35 -1.08
H 1.73978 3.95640 -2.72554 -0.36 -1.17 0.25
H 1.94253 3.21037 -5.73638 0.31 0.02 -0.08
H 0.58439 2.77799 -4.69654 -0.40 0.99 -0.06
H 1.28670 -0.04947 -4.23893 -0.11 -0.57 -0.87
H 2.62735 0.07978 -5.49951 -0.02 -0.20 0.26
H 1.07176 0.79202 -5.87388 -0.33 -0.01 0.31
C -7.55689 1.83492 -0.03034 0.71 0.54 0.66
O -6.15791 1.53115 -0.06885 -0.25 2.47 -2.07
C -5.84138 0.30585 0.38816 -0.03 -2.56 1.22
C -4.35721 -0.06209 0.20220 -1.22 2.05 -0.82
N -3.87412 -1.35669 0.52855 0.24 -1.34 0.52
C -4.02359 -2.45189 -0.47685 0.34 1.38 0.80
C -3.42075 -3.75086 0.11970 -1.29 -0.94 -2.05
O -4.45386 -4.40160 0.89972 0.57 -0.26 1.22
C -3.94597 -5.16352 2.01299 0.74 1.08 0.71
H -8.15047 0.95893 -0.29188 -0.14 0.10 0.16
H -7.82190 2.69727 -0.64208 0.52 -0.35 -0.70
H -7.75323 2.25652 0.95546 -0.46 -0.68 0.48
H -6.39918 -0.46841 -0.13861 -0.58 -0.30 0.17
H -6.06506 0.32342 1.45482 -0.22 -0.79 0.47
H -3.90251 0.75785 0.75811 0.88 -0.19 0.03
H -4.24579 0.14493 -0.86215 0.68 -0.08 -0.24
H -4.34174 -1.74768 1.33389 -0.03 0.40 0.57
H -3.57781 -2.04108 -1.38273 0.62 -0.67 -0.12
H -5.08189 -2.50474 -0.73237 -0.16 -0.93 0.05
H -2.39402 -3.69006 0.48057 -0.34 0.69 1.27
H -3.22383 -4.47795 -0.66813 -0.22 0.11 -0.75
H -3.38308 -6.07891 1.83044 0.13 0.16 -0.90
H -4.62608 -5.45702 2.81262 -1.19 0.27 -0.77
H -3.31012 -4.47163 2.56534 0.55 -0.16 0.02
C 3.15607 -1.65890 -0.27551 0.38 -1.70 -1.82
O 2.09170 -0.95376 0.10372 -4.10 1.11 2.90
C 1.30537 -1.55481 1.23776 0.07 1.69 -1.35
C 0.20212 -2.61038 0.86531 0.95 0.00 0.95
N 0.21838 -3.77884 1.73288 -0.20 -1.00 1.15
C -0.53633 -3.83759 3.01570 0.07 0.00 -0.95
C -0.62986 -5.28403 3.49869 2.16 -0.85 0.79
O -0.86872 -6.27425 2.54558 -1.65 -1.25 -1.75
C -1.29394 -7.51538 3.11473 -0.76 0.46 0.77
H 3.25150 -1.41507 -1.33360 1.15 0.42 -0.03
H 2.80034 -2.68373 -0.38172 0.98 -0.85 0.59
H 4.00865 -1.45629 0.37268 0.46 -0.53 -0.28
H 0.78106 -0.65741 1.56618 -0.05 -0.12 0.18
H 1.96472 -1.81517 2.06576 0.20 -0.65 -0.22
H 0.35228 -3.01841 -0.13423 -0.03 0.47 -0.18
H -0.73890 -2.06755 0.95424 -0.36 -0.01 -0.43
H -0.06991 -4.62244 1.25820 0.20 0.10 -0.46
H -1.52270 -3.38385 2.91936 -0.25 0.16 -0.05
H -0.00220 -3.31130 3.80680 0.02 0.15 0.04
H -1.21011 -5.46399 4.40368 -0.56 0.56 -0.05
H 0.37753 -5.60866 3.75922 0.59 0.80 0.91
H -2.19714 -7.34883 3.70176 -0.24 0.29 0.27
H -0.59589 -7.95739 3.82569 0.56 0.15 -0.16
H -1.62474 -8.29776 2.43168 0.63 0.51 -0.76
C 2.42887 5.09713 6.46319 2.07 -0.65 -0.07
C 3.10398 3.64220 6.47980 -0.57 -0.79 0.68
C 2.08746 2.59807 5.93826 0.49 0.36 -0.52
C 1.94876 2.50024 4.40500 -0.08 -0.69 1.05
C 3.35533 2.30186 3.79612 -2.39 0.14 2.23
C 4.21249 3.47690 4.18939 0.96 -0.02 -2.13
N 4.35732 3.66172 5.65986 -3.07 1.50 -2.03
O 5.23190 4.64220 5.98375 -0.01 -1.11 -0.52
C 5.61099 3.15144 3.66195 0.80 0.69 -0.58
C 3.60116 4.70078 3.43832 0.21 0.83 -0.26
C 3.62058 3.24972 7.90597 -0.50 0.79 -1.41
H 3.24289 5.75169 6.15169 -0.38 0.39 -0.17
H 2.25956 5.38591 7.50052 -0.64 -0.19 -0.15
H 1.59062 5.18488 5.77201 0.03 -0.13 0.34
H 2.34015 1.57998 6.23443 0.02 0.13 0.64
H 1.15702 2.94466 6.38800 -0.12 -0.53 0.12
H 1.31335 3.30717 4.04001 0.43 0.03 -0.42
H 1.40053 1.57583 4.22326 -0.23 0.07 -0.08
H 3.15030 2.13324 2.73894 1.15 0.15 -0.08
H 3.79235 1.46926 4.34738 -0.10 -0.69 -0.69
H 5.57039 2.55291 2.75189 -0.39 0.22 -0.10
H 6.11312 4.08554 3.41013 0.36 -0.17 0.12
H 6.24027 2.54369 4.31213 -0.16 0.20 0.42
H 2.51716 4.76139 3.34155 -0.05 -0.11 1.14
H 4.00873 5.66666 3.73677 -0.01 -0.06 0.15
H 3.77357 4.62302 2.36486 0.96 -0.44 -0.01
H 4.00024 4.19534 8.29295 0.24 -0.41 0.69
H 4.39641 2.50527 7.72715 0.04 -0.09 0.60
H 2.81076 2.83654 8.50729 0.17 0.17 0.02
H 5.76212 4.19111 6.64480 0.74 0.38 0.92
C -0.71474 -1.53596 -2.92602 -0.62 1.27 -0.58
C -0.81716 -2.56081 -4.06022 1.85 -1.14 0.52
C -1.27853 -3.85315 -3.36062 -2.32 0.11 -0.66
C -1.78545 -4.92440 -4.33906 0.53 1.63 0.36
C -2.82172 -4.36272 -5.26241 -0.53 0.81 -0.91
C -2.41378 -3.03609 -6.08077 -0.70 -0.36 0.83
N -1.78801 -2.08136 -5.13021 0.47 -1.05 1.93
O -1.31470 -0.87458 -5.73547 0.04 -0.93 -0.07
C -1.54499 -3.37654 -7.34574 -0.77 0.97 0.21
C -3.79506 -2.41715 -6.49682 0.50 -0.40 -0.91
C 0.69494 -2.92496 -4.52486 -0.80 1.18 -0.69
H -0.51808 -0.57190 -3.39509 0.81 0.12 0.39
H -1.62431 -1.28412 -2.38072 -0.68 -0.61 -0.27
H -0.03743 -1.79999 -2.11384 0.56 0.01 -0.51
H -0.59100 -4.33112 -2.66280 0.56 0.56 -0.18
H -2.13161 -3.53972 -2.75886 -0.32 -0.14 0.27
H -0.90816 -5.10478 -4.96029 0.02 -1.33 0.14
H -2.24890 -5.68468 -3.71036 0.61 -0.74 -0.54
H -3.78449 -4.24931 -4.76410 0.11 0.89 0.62
H -3.17420 -5.12480 -5.95745 0.65 -0.06 -0.66
H -1.44663 -2.51340 -8.00407 -0.39 0.39 0.13
H -2.10316 -4.10170 -7.93793 0.43 -0.38 0.09
H -0.49085 -3.59816 -7.17905 -0.29 -0.76 0.44
H -3.64673 -1.61049 -7.21474 -0.01 0.10 0.02
H -4.48326 -2.07439 -5.72416 0.70 0.09 0.56
H -4.39385 -3.17952 -6.99514 0.18 -0.19 -0.37
H 1.45892 -2.25526 -4.12999 -0.25 0.15 0.39
H 1.01180 -3.93266 -4.25610 -0.30 -0.05 -0.17
H 0.78347 -2.75761 -5.59829 0.00 -0.36 -0.13
H -1.86337 -0.21734 -5.30119 -0.09 0.21 -0.08
```
Positions in Å, forces in eV/Å.

=====

ORCA calculation (ωB97M-V/def2-TZVPD) on a molecular structure, C30H45AlBBeCl2F11NNaO5PS2 in a non-equilibrium geometry.

As for the orbital gap: 0.046 hartree. As for the charge: +1. The total energy is -141521.8991 eV. The value obtained for the molar mass is 944.48 g/mol. The spin multiplicity is 1. The calculation puts the HOMO energy at -0.332 Eh.

```
101
Properties=species:S:1:pos:R:3:forces:R:3
C 1.92046 -1.71062 5.56312 -0.90 -0.20 -0.78
C 1.06745 -2.93954 4.98157 -1.79 1.04 0.48
S 0.96708 -2.81333 3.10571 0.63 0.04 0.29
C -0.56748 -1.80286 2.81646 -1.17 0.33 2.05
N -0.78798 -1.41428 1.38503 2.54 1.44 -0.13
C -0.85148 0.05993 1.33230 -2.26 3.70 0.05
C -2.25401 0.69720 1.64781 2.72 1.75 -0.40
C -2.47946 2.22971 1.68002 2.47 -1.19 -0.81
C -3.95221 2.72850 2.06693 -0.07 -1.74 0.93
F -4.86073 1.70319 1.56172 1.84 1.60 0.77
C -4.14719 2.67629 3.68964 0.02 0.78 0.07
C -3.44189 3.88183 4.47568 -0.84 -1.03 2.23
C -1.29872 3.22466 1.36948 0.68 -4.10 -0.06
B -1.35881 4.85193 1.37530 2.17 -0.07 0.45
C 0.08444 5.63350 1.52749 -0.40 -0.64 -1.07
O -2.56668 5.67410 1.26209 0.67 -1.94 2.53
C 0.10402 2.58446 1.05043 -2.34 -1.59 0.58
C 0.32419 1.03879 1.04204 -2.86 0.52 1.08
S 2.00987 0.26765 0.71564 -1.58 -0.63 0.42
C 1.57192 -1.38489 0.03801 -0.88 -1.87 -0.87
C 2.59640 -2.04956 -0.93741 -2.22 -2.18 0.34
C 3.96943 -1.39600 -1.41314 -0.44 0.49 -0.55
C 5.15572 -2.47095 -1.66010 0.83 0.68 -0.53
C 6.57346 -1.98814 -1.05145 -3.31 -0.62 0.74
F 6.56241 -2.34233 0.32081 1.10 1.57 -3.14
F 6.82300 -0.60661 -1.26490 0.34 -3.87 0.80
F 7.58630 -2.83258 -1.67085 -1.85 2.01 0.91
C 2.25304 -3.46505 -1.51686 -2.82 2.18 2.90
C 0.92260 -4.12637 -1.08079 1.29 2.75 0.54
C -0.10377 -3.43016 -0.10982 2.86 1.15 -1.08
C -1.44710 -4.22834 0.21678 -0.22 -0.21 -0.22
C -1.56056 -4.77305 1.72185 -0.27 -0.21 -0.10
F -1.55804 -5.39522 -0.64592 0.62 1.92 1.09
C 0.21513 -2.00025 0.46730 1.95 -3.57 -3.04
H 2.58810 -1.33229 4.68241 -0.84 -0.51 0.96
H 2.61146 -2.03971 6.43078 -2.87 -0.45 -0.26
H 1.27820 -0.81431 5.91389 1.13 -1.50 -0.35
H 1.39810 -3.96860 5.33902 -0.15 1.48 -0.84
H -0.02086 -2.78545 5.34494 1.79 -0.44 -0.37
H -0.42866 -0.81279 3.41538 -0.38 -1.27 -0.52
H -1.49342 -2.31050 3.28844 1.39 0.78 -0.95
H -3.12076 -0.00792 1.89463 1.40 1.20 -0.58
H -4.25739 3.72314 1.60328 0.55 -1.38 0.56
H -5.27052 2.74332 3.92751 1.67 -0.24 -0.74
H -3.73634 1.70418 4.14520 -0.70 1.23 -1.08
H -3.44966 4.89225 3.90073 -1.78 -3.82 2.55
H -4.01990 4.05112 5.46669 0.88 -0.44 -1.55
H -2.36651 3.61393 4.81451 -1.57 0.51 -0.84
H 0.65196 5.38521 0.54579 -0.69 0.60 1.52
H 0.68295 5.18048 2.39326 -0.81 0.90 -1.16
H -0.04866 6.76336 1.58814 0.39 -1.56 0.08
H -2.51486 6.36674 0.47362 -0.54 1.97 -2.37
H 1.03419 3.22069 0.80916 -1.84 -1.05 0.40
H 3.75986 -0.92819 -2.45135 0.18 -0.63 1.74
H 4.31754 -0.51073 -0.76065 -0.61 -1.59 -0.80
H 4.94275 -3.50424 -1.22611 0.38 1.52 -0.41
H 5.33130 -2.55931 -2.79764 -0.29 0.02 1.82
H 2.98592 -3.96282 -2.24762 -1.50 0.78 1.31
H 0.69710 -5.15757 -1.54163 0.12 1.91 1.07
H -2.32675 -3.54471 -0.09108 1.32 -1.16 0.69
H -2.12405 -5.78253 1.75773 0.73 1.81 -0.40
H -0.53794 -4.98205 2.20555 -1.58 0.60 -0.85
H -2.18533 -4.00622 2.30533 1.07 -1.24 -0.65
C -8.98958 3.28010 -1.56039 -0.28 -0.17 0.32
C -8.50760 2.77499 -0.22985 -0.80 0.33 0.15
O -9.22409 2.79136 0.75727 0.54 -0.11 -0.21
C -7.09953 2.24488 -0.16241 -0.06 -0.19 0.47
H -10.01910 3.63033 -1.46268 0.15 -0.07 -0.03
H -8.36631 4.11399 -1.89118 0.08 -0.19 -0.20
H -8.96394 2.46667 -2.29578 0.15 0.33 -0.06
H -6.39238 3.03339 -0.43071 0.01 -0.10 -0.23
H -6.99120 1.39315 -0.83736 0.10 0.18 -0.15
H -6.88637 1.91452 0.85463 -0.21 0.07 -0.19
Cl -2.48794 5.88900 3.16637 2.07 2.90 -3.57
Al 4.08953 -1.41650 6.04595 3.11 0.79 -0.46
F -10.83348 0.26637 -4.91240 0.87 -2.83 -0.47
P -10.15943 1.69679 -5.20259 -0.50 -0.22 -0.72
F -9.28026 0.96830 -6.33482 2.24 -2.12 0.07
F -9.00255 1.27922 -4.16023 1.23 -2.70 1.40
F -10.38937 2.56968 -6.53235 -1.99 2.12 -0.80
F -9.75221 3.05966 -4.47476 -0.32 3.23 -0.28
F -11.68036 2.03054 -4.80485 -1.46 2.48 0.81
O 0.63822 0.57784 -2.52405 0.02 0.05 -0.36
H 0.87410 0.48710 -1.60716 0.18 -0.31 0.76
Cl -2.94547 6.65385 -1.05451 0.47 -0.16 0.43
C 11.34293 -2.65502 -5.03060 0.19 -0.12 -0.48
C 9.97030 -2.33531 -5.60065 0.11 0.15 0.74
C 9.42390 -1.03432 -5.03426 -0.14 0.16 -0.40
O 9.07014 -3.39954 -5.29587 -0.14 -0.16 -0.16
H 11.29526 -2.77648 -3.94195 -0.04 0.11 0.15
H 11.71785 -3.59770 -5.43715 -0.03 0.12 0.02
H 12.06081 -1.86457 -5.26199 -0.02 -0.08 0.11
H 10.03292 -2.26425 -6.68953 -0.14 -0.17 0.11
H 9.30948 -1.09933 -3.94474 0.12 -0.03 0.10
H 8.43273 -0.82340 -5.44393 0.12 -0.01 0.01
H 10.08354 -0.19462 -5.26569 -0.08 -0.03 0.10
H 9.00752 -3.46989 -4.33427 -0.02 0.00 -0.28
Be 1.07774 0.51296 3.05396 0.03 -0.04 -1.76
O 4.16785 -3.62725 2.32149 -0.16 0.07 0.76
H 4.05719 -2.90276 1.70751 -0.15 0.43 -0.32
Na 9.52790 -2.91892 -1.36636 1.37 -0.10 0.19
```
Positions in Å, forces in eV/Å.

=====

ORCA calculation (ωB97M-V/def2-TZVPD) on a single C5H7NS molecule in a non-equilibrium geometry.

For the energy above the lowest of the compared OMol25 structures with the same formula, charge and spin, the calculation gives 78.6 kcal/mol. As for the orbital gap: 0.301 hartree. Its SMILES is Cc1cc(S)c[nH]1. The total energy is -17620.2379 eV. The value obtained for the molar mass is 113.18 g/mol. The spin multiplicity is 1. The calculation puts the HOMO energy at -0.285 Eh.

```
14
Properties=species:S:1:pos:R:3:forces:R:3
C 2.85658 -0.74573 0.19641 1.74 -3.23 -3.02
C 1.52049 -0.05524 -0.03579 1.37 -0.28 -0.52
C 0.36746 -0.77763 -0.14126 2.30 -4.91 -0.72
C -0.75727 -0.03982 -0.18357 -0.66 5.97 1.72
C -0.23605 1.28828 -0.02634 -1.32 3.34 0.93
H 3.54493 -0.44071 0.94306 0.23 1.30 0.74
H 3.63512 -1.01972 -0.77179 -2.33 1.36 2.13
H 2.72826 -1.84519 0.52893 -0.63 1.72 -0.53
H 0.40972 -1.89707 -0.33651 -0.07 1.53 0.73
H -3.06652 0.66158 1.03262 1.93 -2.31 -2.27
H -0.78484 2.35201 0.55931 1.60 -3.56 -2.55
H 1.78507 2.02825 -0.43011 0.06 0.41 0.36
N 1.19251 1.30469 -0.07870 -2.34 -2.85 1.25
S -2.44416 -0.43694 0.01054 -1.89 1.51 1.74
```
Positions in Å, forces in eV/Å.